This record from OMol25 describes a molecular structure, C38H46Cl2EuN4O4SSi2 at a distorted geometry. The level of theory is ωB97M-V/def2-TZVPD.

The HOMO energy (alpha / beta) comes out at -2.654 / -2.666 eV. For the gap between HOMO and LUMO (alpha / beta), the calculation gives 4.5 / 4.5 eV. As for the energy relative to the best compared isomer or geometry (same formula, charge and spin): 0.0 kcal/mol. For the max |F|, the calculation gives 3.63 eV/A. As for the spin multiplicity: 7. The total charge is -1.

Last column: Mulliken charge in e.
Element x y z (Å)
Eu -0.082340 -0.218248 0.378079  0.32
Cl -2.373366 7.343584 0.735774  -0.26
C -1.703484 5.731743 0.865646  0.34
C -0.933272 5.415962 1.984300  -0.68
C -0.411247 4.131853 2.081806  0.57
Cl 0.535020 3.691948 3.474487  -0.20
C -0.597422 3.130128 1.102259  -0.67
O -0.103652 1.943636 1.239174  -0.15
C -1.380662 3.513182 -0.053848  1.29
C -1.559545 2.596779 -1.116339  -0.51
O -1.057538 1.415807 -1.216438  -0.26
C -1.938277 4.816164 -0.126852  -1.25
H -0.752448 6.148368 2.758152  0.46
H -2.189204 2.961921 -1.949328  0.20
H -2.547532 5.077839 -0.984321  0.40
C -3.123785 -2.425868 2.119968  -0.22
Si -2.490775 -0.779868 2.843091  -0.53
C -3.341200 -0.661420 4.541244  -1.39
C -3.140659 0.741634 1.911447  -0.54
N -0.795142 -0.722161 2.641580  1.03
C 0.187788 -1.085472 3.476137  0.90
C -0.058086 -1.548275 4.792705  -0.79
C 0.950761 -1.947862 5.629170  -0.88
C 2.285748 -1.907019 5.189930  -0.88
C 2.576698 -1.433545 3.936284  -0.65
C 1.575213 -0.981563 3.044535  0.30
N 1.865526 -0.456938 1.838474  0.57
Si 3.341798 0.338730 1.478594  0.13
C 3.015705 1.593328 0.095726  -0.48
C 4.092291 1.389284 2.871188  -1.18
C 4.759732 -0.810213 0.905071  -1.18
H -4.205121 -2.453474 1.972976  0.32
H -2.855854 -3.246702 2.791233  0.50
H -2.639251 -2.617035 1.159615  -0.44
H -4.403014 -0.443013 4.419848  0.33
H -2.899796 0.138896 5.141715  0.35
H -3.250076 -1.594950 5.102782  0.39
H -4.230444 0.755826 1.840550  0.45
H -2.731368 0.818714 0.899895  -0.06
H -2.831934 1.643700 2.445568  0.24
H -1.082094 -1.587695 5.137977  0.20
H 0.710951 -2.300218 6.624359  0.36
H 3.084968 -2.245181 5.837046  0.36
H 3.606316 -1.407142 3.600182  0.34
H 2.005465 2.000600 0.192439  -0.01
H 3.118619 1.175886 -0.904177  -0.17
H 3.712896 2.429589 0.179236  0.57
H 3.437220 2.233027 3.102078  0.23
H 5.067329 1.785576 2.581404  0.36
H 4.219390 0.812712 3.791053  0.38
H 4.375262 -1.669840 0.348778  0.22
H 5.322094 -1.195762 1.760095  0.39
H 5.458768 -0.272551 0.260473  0.34
O 1.292956 -0.229893 -1.825154  -0.01
C 2.242719 -0.764499 -2.407960  -0.42
C 2.941757 -0.026436 -3.530434  -0.81
C 2.763951 -0.730316 -4.884712  -0.79
C 3.760241 -1.864616 -5.128945  -0.71
C 3.589653 -3.050216 -4.180927  -0.77
C 3.799624 -2.670967 -2.712534  -0.80
N 2.662184 -1.999753 -2.116209  0.48
H 4.004847 0.094537 -3.301663  0.40
H 2.490181 0.963489 -3.551607  0.54
H 2.872280 0.008979 -5.680653  0.42
H 1.744525 -1.121701 -4.948942  0.28
H 4.778462 -1.471886 -5.033876  0.29
H 3.648498 -2.216382 -6.158339  0.36
H 4.315625 -3.822108 -4.451182  0.36
H 2.588712 -3.474877 -4.290284  0.32
H 4.686407 -2.035063 -2.627268  0.35
H 3.979502 -3.570864 -2.126870  0.53
H 2.054927 -2.530499 -1.495598  0.00
O -2.246578 -0.954642 -0.859904  0.56
S -2.852267 -0.870398 -2.210621  -0.20
C -4.649459 -1.013468 -1.935822  0.59
C -5.084976 -1.019004 -0.624591  0.42
C -6.438710 -1.146492 -0.351576  -0.48
C -7.347695 -1.253901 -1.393820  -0.68
C -6.900892 -1.224982 -2.709214  -0.56
C -5.549955 -1.100835 -2.987796  -0.74
C -2.713763 -2.516407 -2.958745  0.54
C -2.781759 -2.624865 -4.339705  -0.49
C -2.773442 -3.883464 -4.921412  -0.60
C -2.677276 -5.014755 -4.123878  -0.50
C -2.576093 -4.889154 -2.743984  -0.80
C -2.592143 -3.635807 -2.155542  -0.16
H -4.353137 -0.931294 0.165244  -0.41
H -6.781286 -1.159746 0.675468  0.45
H -8.403768 -1.359489 -1.180854  0.38
H -7.612326 -1.296909 -3.522197  0.39
H -5.201683 -1.092057 -4.012978  0.34
H -2.826938 -1.733603 -4.955844  0.51
H -2.833136 -3.980913 -5.998265  0.40
H -2.657882 -5.997031 -4.578940  0.38
H -2.480997 -5.772837 -2.126951  0.44
H -2.482429 -3.519239 -1.085672  0.22
N 0.346175 -3.584599 -0.821868  -0.98
C 0.137843 -2.571260 -0.294169  0.50

Force components x, y, z for each atom (eV/Å):
0.7 0.6 1.1
0.0 0.0 0.0
-0.4 0.1 -0.5
0.4 -1.3 0.0
0.1 1.2 0.9
-0.1 0.1 -0.2
0.2 -2.0 -0.9
-0.7 2.1 0.0
0.4 0.4 1.1
1.1 -2.9 -0.6
-1.5 3.3 0.1
0.2 -0.3 0.0
0.0 -0.1 0.0
0.2 -0.2 0.0
0.0 0.1 0.0
0.0 0.3 -0.1
0.2 -0.2 0.0
0.4 0.0 0.0
0.0 -0.2 0.0
-1.5 0.6 -1.7
1.7 -0.6 1.4
-0.1 0.3 -1.0
1.2 -0.2 0.3
-0.7 -0.3 1.0
-0.6 0.3 -0.8
-0.6 -0.9 2.0
0.0 1.1 -2.2
0.0 0.0 0.1
0.0 -0.2 0.0
-0.3 -0.2 0.1
-0.2 0.1 0.1
-0.1 0.0 0.0
0.0 0.1 0.0
0.0 0.0 0.0
-0.1 0.0 -0.1
0.0 0.0 0.0
0.0 0.1 0.0
-0.1 0.0 -0.1
-0.1 0.0 0.0
0.0 -0.1 0.1
0.0 0.0 0.0
0.1 0.0 0.1
0.0 0.0 0.1
0.1 0.0 0.0
0.1 0.0 0.0
0.0 0.0 0.0
0.1 0.0 0.0
0.0 0.0 0.0
0.1 0.0 -0.1
0.0 0.1 0.0
0.0 0.0 0.0
0.0 0.0 0.0
0.1 0.1 0.0
-0.2 0.0 0.2
0.2 -0.1 0.0
-0.1 0.0 0.0
0.2 0.0 0.1
-0.2 -0.1 0.0
0.1 0.2 0.0
-0.1 0.0 -0.3
-0.1 0.2 0.0
0.0 0.0 0.0
0.0 0.0 0.0
0.0 0.0 0.0
0.0 0.0 0.0
0.0 0.0 0.0
0.0 0.0 0.0
0.0 0.0 0.0
0.0 -0.1 0.0
0.0 -0.1 0.1
0.0 0.1 0.1
-0.1 0.0 0.1
0.0 -0.2 0.5
-0.4 -0.5 -0.7
0.2 0.1 0.2
0.2 0.0 0.1
-0.1 0.0 -0.1
0.1 0.0 0.1
-0.1 0.0 -0.1
0.1 0.0 -0.1
0.0 0.2 0.0
0.0 0.2 0.0
0.0 0.0 -0.1
0.0 0.0 0.1
0.0 -0.1 -0.1
0.0 0.1 0.2
0.0 0.0 0.1
0.0 0.0 0.0
0.0 0.0 0.0
0.0 0.0 0.0
0.0 0.0 0.0
0.0 0.0 0.0
0.0 0.0 0.0
0.0 0.0 0.0
0.0 0.0 0.0
0.0 0.0 0.0
0.1 -0.1 0.0
0.1 -0.9 -0.1